1.
14
Properties=species:S:1:pos:R:3:lowdin_charge:R:1 method="wB97M-V/def2-TZVPD" charge=+1 fmax_ha_per_bohr=0.08164 e_lumo_ev=-4.96 homo_ha=-0.490
C 0.1873 0.3795 -1.9202 -0.89
C 0.0568 -0.3972 0.5208 -0.70
N 0.7911 0.2069 -0.7526 -0.57
N -1.3395 -0.3015 0.3673 -0.02
O -0.9804 -0.0099 -2.3181 0.03
P 0.7633 0.5832 1.9749 0.73
I 1.0336 1.5793 -3.4356 1.01
I 2.7278 0.7115 -0.4643 1.01
H 0.3526 -1.5555 0.4285 0.17
H -1.8048 -1.0870 0.8409 0.12
H -1.5588 -0.3138 -1.5965 0.11
H -1.7240 0.4965 0.9100 0.10
H -0.3269 -0.0527 2.8016 -0.05
H 1.8219 -0.2392 2.6432 -0.06

---

2.
156
Properties=species:S:1:pos:R:3:lowdin_charge:R:1 method="wB97M-V/def2-TZVPD" fmax_ha_per_bohr=0.06586 e_lumo_ev=0.60 smiles=COCCNCCOC.COCCNCCOC.COCCNCCOC.COCCNCCOC.COCCNCCOC.COCCNCCOC.CC(C)O homo_ha=-0.290
C 2.3759 -2.6753 -5.3219 -0.15
O 2.1339 -1.4433 -4.7425 -0.20
C 1.1113 -0.6694 -5.4168 -0.16
C 1.7319 0.1951 -6.5500 -0.20
N 2.7314 1.0776 -5.9912 -0.06
C 3.3858 2.0189 -6.9181 -0.17
C 4.4504 2.9071 -6.1921 -0.18
O 5.5960 2.2024 -5.6646 -0.18
C 6.5233 2.8415 -4.8366 -0.12
H 3.2816 -3.1602 -4.9576 0.08
H 2.5490 -2.6773 -6.3980 0.09
H 1.5824 -3.3812 -5.0769 0.08
H 0.7380 -0.0061 -4.6365 0.11
H 0.3262 -1.3857 -5.6586 0.12
H 0.9897 0.7486 -7.1251 0.12
H 2.0862 -0.5283 -7.2843 0.10
H 3.4871 0.5569 -5.5695 0.09
H 2.7252 2.6497 -7.5130 0.12
H 3.9291 1.3629 -7.5983 0.11
H 3.8686 3.5691 -5.5507 0.10
H 4.7954 3.6308 -6.9307 0.11
H 6.0204 3.5815 -4.2140 0.08
H 7.2845 3.3923 -5.3890 0.08
H 6.9873 2.1949 -4.0918 0.08
C 5.3951 -1.2231 -3.3537 -0.11
O 4.6509 -0.0426 -3.4658 -0.18
C 4.5940 0.5876 -2.2204 -0.23
C 3.7770 1.8629 -2.1422 -0.18
N 2.4518 1.8311 -2.8319 -0.04
C 1.8371 3.1636 -3.1830 -0.16
C 1.4828 4.1301 -2.0080 -0.15
O 2.6631 4.9081 -1.5412 -0.22
C 2.6943 5.0994 -0.1035 -0.10
H 6.3987 -1.0966 -2.9476 0.09
H 5.6091 -1.5348 -4.3760 0.09
H 4.8037 -2.0317 -2.9242 0.08
H 5.5805 0.9262 -1.9038 0.13
H 4.0894 -0.0430 -1.4884 0.12
H 4.3846 2.6771 -2.5372 0.11
H 3.5099 2.0589 -1.1038 0.12
H 2.8328 1.5550 -3.7256 0.05
H 0.9364 3.1550 -3.7969 0.11
H 2.5061 3.5201 -3.9663 0.09
H 1.0552 3.6681 -1.1182 0.10
H 0.7218 4.8097 -2.3915 0.11
H 2.4908 4.1333 0.3583 0.08
H 1.9145 5.7720 0.2539 0.07
H 3.5920 5.6866 0.0898 0.09
C 3.3514 -2.9441 0.1271 -0.15
O 2.8307 -4.2103 0.1287 -0.20
C 1.7768 -4.6040 -0.7989 -0.14
C 1.8822 -4.3243 -2.3524 -0.17
N 2.8351 -5.2029 -3.1065 -0.04
C 2.6288 -6.6842 -2.8384 -0.17
C 2.6045 -7.3901 -4.2554 -0.19
O 1.5338 -6.9255 -5.1286 -0.23
C 1.7603 -7.2704 -6.4858 -0.11
H 2.8707 -2.2792 -0.5904 0.06
H 4.3570 -2.9280 -0.2933 0.09
H 3.3083 -2.4952 1.1195 0.09
H 0.9139 -4.0052 -0.5075 0.10
H 1.5664 -5.6556 -0.6040 0.11
H 2.2243 -3.3175 -2.5923 0.09
H 0.8846 -4.4455 -2.7745 0.12
H 2.5235 -5.2008 -4.0672 0.05
H 1.6573 -6.9564 -2.4258 0.10
H 3.2583 -7.1815 -2.1006 0.11
H 2.4297 -8.4652 -4.2143 0.12
H 3.5614 -7.2011 -4.7419 0.11
H 2.1224 -8.2917 -6.6030 0.08
H 2.5629 -6.6290 -6.8500 0.09
H 0.7794 -7.1352 -6.9415 0.09
C -4.5965 9.2691 3.4951 -0.12
O -4.4802 8.0105 4.0571 -0.18
C -3.8337 7.0304 3.3358 -0.24
C -4.6038 6.5660 2.0637 -0.21
N -4.0650 5.3902 1.3734 -0.07
C -5.0621 4.6918 0.5599 -0.19
C -4.4689 3.6934 -0.5313 -0.24
O -3.8336 4.3784 -1.5590 -0.17
C -3.1265 3.5101 -2.3866 -0.11
H -5.1230 9.1846 2.5444 0.08
H -3.6692 9.8313 3.3849 0.09
H -5.2831 9.7623 4.1831 0.09
H -3.9528 6.1473 3.9635 0.12
H -2.7683 7.1391 3.1328 0.12
H -4.7630 7.3553 1.3290 0.10
H -5.5797 6.3790 2.5119 0.12
H -3.1630 5.4168 0.9198 0.11
H -5.7343 5.2933 -0.0520 0.11
H -5.6054 4.0651 1.2670 0.10
H -5.1933 2.9582 -0.8819 0.12
H -3.7905 3.0470 0.0254 0.09
H -2.6707 4.1512 -3.1411 0.09
H -3.8344 2.7968 -2.8087 0.09
H -2.2778 2.9725 -1.9637 0.07
C -3.7516 1.9951 3.5764 -0.13
O -3.9093 0.9328 4.5062 -0.17
C -5.2982 0.9116 4.9870 -0.19
C -5.7924 1.7304 6.2051 -0.24
N -7.2237 1.8024 6.3296 -0.06
C -7.9483 0.4819 6.3997 -0.18
C -7.4889 -0.4720 7.5045 -0.19
O -7.5095 -1.8399 6.9655 -0.19
C -7.1668 -2.7368 8.0175 -0.12
H -3.9466 3.0153 3.9067 0.08
H -4.4136 1.8845 2.7175 0.07
H -2.7866 1.8489 3.0911 0.08
H -5.4281 -0.1272 5.2903 0.12
H -6.0655 1.1117 4.2390 0.11
H -5.3509 2.7141 6.3645 0.12
H -5.3488 1.1232 6.9942 0.09
H -7.5362 2.4012 5.5787 0.10
H -8.0202 -0.0754 5.4656 0.11
H -8.9506 0.8484 6.6212 0.11
H -8.2714 -0.3131 8.2465 0.12
H -6.5352 -0.1408 7.9154 0.11
H -8.0647 -2.9275 8.6054 0.08
H -6.3166 -2.4264 8.6248 0.09
H -6.9833 -3.7335 7.6162 0.08
C 0.6352 -1.4120 2.3444 -0.12
O 0.8626 -1.4372 3.7226 -0.19
C -0.1332 -2.0956 4.4295 -0.23
C 0.4691 -2.7171 5.7697 -0.16
N 1.2091 -3.9651 5.4644 -0.08
C 2.5107 -3.8120 4.7547 -0.17
C 3.3950 -5.0814 5.0473 -0.18
O 2.9067 -6.1874 4.2462 -0.20
C 3.5402 -6.2792 2.9586 -0.10
H 0.9636 -2.3156 1.8307 0.07
H 1.3461 -0.7055 1.9159 0.09
H -0.4049 -1.1628 2.1342 0.09
H -0.7338 -2.8006 3.8547 0.12
H -0.8465 -1.3253 4.7227 0.11
H -0.3979 -3.0169 6.3585 0.10
H 1.0607 -2.0005 6.3394 0.11
H 0.6988 -4.7496 5.0846 0.10
H 2.9971 -2.9277 5.1665 0.12
H 2.3407 -3.7402 3.6804 0.10
H 3.4839 -5.3297 6.1049 0.12
H 4.3824 -4.8689 4.6375 0.09
H 3.6898 -7.3258 2.6932 0.08
H 4.5549 -5.8850 2.9031 0.08
H 3.0134 -5.6802 2.2158 0.06
C -1.5708 0.7428 -0.0732 -0.07
C -0.1924 0.4130 -0.5693 -0.51
C -0.0677 -1.0761 -0.9702 -0.03
O -0.1317 1.1823 -1.6868 -0.05
H -1.9229 0.2957 0.8564 0.06
H -2.2461 0.1831 -0.7204 0.09
H -1.9907 1.7464 -0.0058 0.06
H 0.4698 0.7121 0.2432 0.13
H 0.8592 -1.5424 -0.6361 0.04
H -0.0897 -1.1901 -2.0540 0.08
H -0.7689 -1.7876 -0.5341 0.08
H 0.8076 1.2611 -1.8690 0.04